1.
{
  "formula": "C27H45NO2P2W",
  "method": "wB97M-V/def2-TZVPD",
  "species": ["W", "C", "C", "C", "C", "C", "C", "H", "H", "H", "C", "H", "H", "H", "C", "H", "H", "H", "C", "H", "H", "H", "C", "H", "H", "H", "C", "C", "C", "C", "C", "C", "C", "C", "H", "H", "H", "H", "H", "H", "H", "H", "H", "H", "H", "H", "P", "C", "C", "P", "C", "C", "C", "H", "H", "H", "H", "H", "H", "H", "H", "H", "H", "H", "H", "H", "H", "O", "C", "C", "C", "C", "O", "N", "H", "H", "H", "H"],
  "xyz": [[0.000, 0.022, -0.020], [-1.599, -0.710, 1.479], [-1.202, -1.777, 0.601], [0.675, -1.124, 1.838], [-0.436, -0.273, 2.221], [0.193, -2.062, 0.842], [-2.994, -0.222, 1.689], [-3.597, -0.324, 0.777], [-3.017, 0.831, 1.998], [-3.487, -0.810, 2.476], [-0.398, 0.773, 3.254], [-1.271, 1.430, 3.227], [0.492, 1.399, 3.122], [-0.329, 0.333, 4.258], [2.001, -1.147, 2.460], [1.964, -1.680, 3.416], [2.340, -0.126, 2.672], [2.756, -1.616, 1.826], [0.975, -3.209, 0.286], [0.864, -4.093, 0.932], [2.046, -2.978, 0.222], [0.628, -3.491, -0.712], [-2.120, -2.631, -0.199], [-2.409, -3.519, 0.385], [-1.655, -2.989, -1.126], [-3.043, -2.103, -0.469], [-0.526, 1.917, -0.997], [-1.677, 1.070, -0.967], [-2.196, 0.341, -2.169], [-1.076, -0.389, -2.927], [0.020, -0.858, -2.003], [1.239, -0.113, -1.794], [1.470, 1.210, -2.419], [0.274, 2.194, -2.234], [-2.746, 1.030, -2.837], [-0.666, 0.260, -3.719], [-2.946, -0.399, -1.833], [-0.353, 2.195, -3.121], [-0.468, 2.659, -0.192], [-2.413, 1.301, -0.198], [0.685, 3.216, -2.145], [2.362, 1.658, -1.943], [2.130, -0.693, -1.536], [1.709, 1.123, -3.488], [-1.500, -1.263, -3.460], [0.099, -1.938, -1.890], [-0.254, 1.388, -6.547], [-0.304, 3.239, -6.535], [-1.629, 1.061, -7.740], [2.096, -0.444, -7.347], [1.189, 1.148, -7.703], [1.549, -1.418, -8.827], [3.781, 0.053, -7.930], [0.566, 3.626, -5.981], [-1.212, 3.573, -6.011], [-0.299, 3.660, -7.549], [-1.547, 1.677, -8.644], [-2.592, 1.270, -7.248], [-1.615, -0.001, -8.025], [3.765, 0.456, -8.948], [4.449, -0.820, -7.896], [4.184, 0.816, -7.246], [1.877, 2.003, -7.583], [0.836, 1.122, -8.749], [2.119, -2.358, -8.869], [1.697, -0.866, -9.763], [0.485, -1.676, -8.723], [1.893, 3.308, -0.776], [2.237, 2.792, 0.294], [3.317, 3.727, 0.901], [3.523, 3.133, 2.227], [2.456, 2.026, 2.262], [2.372, 1.611, 3.414], [1.816, 1.751, 1.108], [4.204, 3.708, 0.309], [2.874, 4.700, 0.995], [4.483, 2.669, 2.327], [3.316, 3.873, 2.979]],
  "atomic_forces_ev_per_a": [[0.49, 3.97, -0.06], [0.57, -0.50, 0.25], [0.03, -0.54, 0.65], [-1.43, -1.35, -0.58], [-0.26, -1.52, -1.17], [-0.02, 0.08, 1.56], [-0.31, 0.19, -0.16], [0.13, 0.03, 0.27], [-0.03, -0.29, -0.08], [0.18, 0.10, -0.15], [0.28, 0.74, 0.50], [0.05, -0.11, 0.01], [-0.80, -0.22, 0.27], [-0.09, 0.05, -0.18], [0.67, 0.15, 0.16], [0.04, 0.09, -0.07], [-0.02, -0.67, 0.17], [-0.10, -0.03, 0.06], [0.22, -0.14, -0.14], [0.00, 0.25, -0.13], [-0.27, -0.08, 0.01], [0.06, -0.01, 0.19], [-0.40, -0.34, -0.18], [0.08, 0.23, -0.17], [-0.07, 0.08, 0.21], [0.25, -0.14, 0.10], [-0.42, -0.23, 0.39], [0.16, 0.36, 0.68], [-0.69, -0.32, -0.44], [-0.67, -0.32, -0.62], [0.65, -0.48, 0.29], [0.00, -1.48, 0.36], [0.33, 1.30, -0.21], [0.67, 0.65, -0.83], [0.19, -0.16, 0.20], [0.06, -0.18, 0.24], [0.33, 0.31, -0.15], [-0.38, -0.21, -0.12], [-0.12, 0.03, -0.33], [-0.06, 0.11, -0.26], [-0.63, -0.89, -0.55], [-0.52, -0.30, -0.56], [-0.07, 0.00, -0.39], [0.02, -0.17, -0.04], [0.17, 0.40, 0.26], [0.07, 0.17, -0.27], [0.04, 2.30, -3.78], [-0.11, 0.11, 1.52], [-0.75, -0.97, 1.00], [0.89, -0.24, -1.18], [0.34, -0.26, 1.10], [-0.15, -0.18, 0.29], [0.07, 0.00, 0.37], [-0.29, -0.09, -0.19], [0.27, -0.02, -0.18], [0.00, -0.50, 0.09], [0.30, 0.05, 0.37], [0.26, -0.09, -0.25], [-0.07, 0.31, 0.04], [-0.02, -0.11, 0.14], [-0.23, 0.28, -0.02], [-0.06, -0.26, -0.21], [-0.29, -0.41, 0.25], [-0.32, -0.06, 0.54], [-0.19, 0.29, 0.02], [0.04, -0.10, 0.21], [0.29, 0.00, -0.08], [-0.23, -2.38, 2.49], [1.65, 5.09, -2.62], [-1.04, -1.51, 0.23], [0.31, 0.41, 0.48], [0.10, 0.14, -0.36], [-0.17, -0.64, 0.18], [-0.07, 0.06, 0.18], [0.43, 0.22, -0.60], [-0.03, 0.48, -0.40], [0.48, -0.32, 0.56], [0.20, -0.17, 0.84]],
  "relative_energy_kcal_mol": 5.6,
  "spin_multiplicity": 3,
  "lumo_ev": [-6.2, -9.6],
  "orbital_gap_ev": [6.9, 3.2],
  "charge": 2,
  "e_tot_ha": -2010.06451
}

2.
{
  "formula": "C6H14N2O2",
  "method": "wB97M-V/def2-TZVPD",
  "species": ["C", "C", "C", "O", "N", "H", "H", "H", "H", "H", "H", "H", "C", "C", "C", "O", "N", "H", "H", "H", "H", "H", "H", "H"],
  "xyz": [[2.026, 0.349, 2.241], [-1.607, -0.291, 1.769], [0.713, 0.355, 1.556], [0.349, 1.245, 0.813], [-0.157, -0.629, 1.898], [2.262, -0.494, 2.854], [-0.073, -1.522, 2.335], [-1.777, 0.726, 2.290], [2.950, 0.324, 1.568], [2.142, 1.386, 2.820], [-1.956, -0.210, 0.698], [-2.199, -1.108, 2.221], [1.031, 1.287, -2.333], [-1.553, -1.260, -1.558], [-0.350, -0.694, -2.188], [0.236, -1.201, -3.166], [0.012, 0.502, -1.635], [-0.129, 0.917, -0.695], [1.848, 0.702, -2.757], [-1.275, -2.079, -0.842], [0.502, 1.806, -3.177], [1.405, 1.974, -1.495], [-2.101, -0.590, -0.977], [-2.300, -1.495, -2.241]],
  "atomic_forces_ev_per_a": [[2.83, 2.42, -0.14], [-0.24, 1.03, -0.33], [0.47, -2.25, 1.66], [-0.33, 1.35, -1.16], [-2.48, 0.96, -0.91], [-0.61, -0.41, 0.86], [1.36, 0.01, 0.53], [0.01, -1.77, -0.82], [-1.51, 0.44, 0.22], [-0.38, -2.38, -1.05], [0.52, 0.10, 1.50], [0.34, 0.59, 0.00], [-0.20, 1.29, 1.64], [0.91, -1.45, 1.50], [-0.85, -1.88, -1.32], [-0.58, 1.61, 1.99], [3.21, 1.13, -2.51], [-0.93, -0.49, 1.15], [-0.31, -0.27, 0.01], [-0.33, 0.31, -1.03], [0.53, -0.05, 0.65], [-0.36, -0.50, -1.75], [-0.28, 1.59, 1.02], [-0.80, -1.39, -1.69]],
  "relative_energy_kcal_mol": 39.6,
  "spin_multiplicity": 2,
  "lumo_ev": [-3.2, -8.3],
  "orbital_gap_ev": [10.8, 5.7],
  "charge": 1,
  "e_tot_ha": -496.66864
}

3.
{
  "formula": "C5H8O",
  "method": "wB97M-V/def2-TZVPD",
  "species": ["C", "C", "C", "C", "O", "C", "H", "H", "H", "H", "H", "H", "H", "H"],
  "xyz": [[-0.942, -1.271, -0.557], [-0.977, 0.214, -0.039], [0.045, 0.393, 1.104], [1.339, 0.745, 0.353], [1.263, 0.004, -0.864], [-0.093, -0.188, -1.151], [-0.625, -1.937, 0.240], [-1.531, -1.833, -1.296], [-1.724, 1.006, -0.149], [0.218, -0.573, 1.586], [-0.231, 1.110, 1.886], [2.233, 0.422, 0.898], [1.439, 1.822, 0.141], [-0.416, 0.085, -2.153]],
  "atomic_forces_ev_per_a": [[0.01, 0.06, 0.20], [0.01, -0.09, -0.02], [0.01, -0.17, 0.04], [0.03, 0.08, 0.27], [0.12, -0.08, -0.01], [-0.08, 0.04, -0.28], [0.49, 0.12, -0.27], [-0.52, 0.89, 0.52], [-0.08, -0.71, -0.08], [-0.11, 0.11, 0.14], [-0.05, -0.07, -0.36], [-0.12, 0.05, -0.14], [-0.15, -0.21, 0.00], [0.42, -0.04, -0.01]],
  "relative_energy_kcal_mol": 44.8,
  "lumo_ev": 1.2,
  "orbital_gap_ev": 10.5,
  "charge": 0,
  "e_tot_ha": -270.48658
}

4.
{
  "formula": "C3H7N4PS",
  "method": "wB97M-V/def2-TZVPD",
  "species": ["C", "C", "C", "N", "N", "N", "N", "P", "S", "H", "H", "H", "H", "H", "H", "H"],
  "xyz": [[0.371, -1.085, -1.710], [0.665, -1.802, -0.567], [0.918, 0.189, -1.488], [1.275, -0.909, 0.301], [1.389, 0.323, -0.254], [-1.904, 0.270, 0.656], [-0.119, 1.118, 2.286], [-0.811, 1.406, 0.949], [-0.634, 2.922, -0.248], [-0.133, -1.426, -2.550], [0.327, -2.777, -0.290], [0.748, 1.043, -2.018], [-1.895, 0.191, -0.286], [-2.254, -0.319, 1.320], [1.529, -0.997, 1.273], [0.529, 1.853, 2.627]],
  "atomic_forces_ev_per_a": [[1.40, 0.09, 1.44], [0.03, 1.51, 0.74], [-0.58, -1.55, 1.89], [-0.52, -0.35, -1.39], [0.39, -1.11, -0.11], [1.33, 2.75, 0.57], [0.51, 0.57, 0.88], [1.40, 2.11, 0.90], [-0.57, -0.81, 0.43], [-0.69, -0.58, -1.33], [0.28, -0.35, 0.26], [0.01, 2.03, -1.64], [-1.23, -1.41, -3.56], [-0.88, -2.04, 1.54], [-0.14, -0.19, -0.16], [-0.73, -0.68, -0.47]],
  "relative_energy_kcal_mol": 12.5,
  "lumo_ev": 0.7,
  "orbital_gap_ev": 9.7,
  "charge": 0,
  "e_tot_ha": -1077.06772
}

Copy entry 4 word for word.
{
  "formula": "C3H7N4PS",
  "method": "wB97M-V/def2-TZVPD",
  "species": ["C", "C", "C", "N", "N", "N", "N", "P", "S", "H", "H", "H", "H", "H", "H", "H"],
  "xyz": [[0.371, -1.085, -1.710], [0.665, -1.802, -0.567], [0.918, 0.189, -1.488], [1.275, -0.909, 0.301], [1.389, 0.323, -0.254], [-1.904, 0.270, 0.656], [-0.119, 1.118, 2.286], [-0.811, 1.406, 0.949], [-0.634, 2.922, -0.248], [-0.133, -1.426, -2.550], [0.327, -2.777, -0.290], [0.748, 1.043, -2.018], [-1.895, 0.191, -0.286], [-2.254, -0.319, 1.320], [1.529, -0.997, 1.273], [0.529, 1.853, 2.627]],
  "atomic_forces_ev_per_a": [[1.40, 0.09, 1.44], [0.03, 1.51, 0.74], [-0.58, -1.55, 1.89], [-0.52, -0.35, -1.39], [0.39, -1.11, -0.11], [1.33, 2.75, 0.57], [0.51, 0.57, 0.88], [1.40, 2.11, 0.90], [-0.57, -0.81, 0.43], [-0.69, -0.58, -1.33], [0.28, -0.35, 0.26], [0.01, 2.03, -1.64], [-1.23, -1.41, -3.56], [-0.88, -2.04, 1.54], [-0.14, -0.19, -0.16], [-0.73, -0.68, -0.47]],
  "relative_energy_kcal_mol": 12.5,
  "lumo_ev": 0.7,
  "orbital_gap_ev": 9.7,
  "charge": 0,
  "e_tot_ha": -1077.06772
}